Density functional theory data (ωB97M-V with the def2-TZVPD basis set) for a 8-piece molecular cluster, C69H147F3N6O5S overall at a distorted geometry.

Last column: Mulliken spin population.
Positions of all 231 atoms, in Å:
C (-1.82479, -1.85321, 0.02266)  0.00
C (-0.73056, -0.76695, 0.25818)  -0.04
O (-0.47555, -0.37223, 1.42229)  0.03
O (-0.10847, -0.27532, -0.72361)  -0.05
H (-2.73283, -1.54071, 0.53832)  0.00
H (-1.40636, -2.72069, 0.53306)  0.00
H (-2.12904, -2.06594, -1.00216)  0.00
C (-1.66709, -5.44612, 4.43591)  0.00
C (-2.33398, -4.46656, 3.46031)  0.00
C (-1.88045, -3.05889, 3.57724)  0.00
C (-2.16997, -2.43472, 4.88843)  0.00
N (-1.46317, -1.07165, 5.19501)  -0.01
C (-2.08107, 0.07938, 4.34727)  -0.01
C (-3.37697, 0.61757, 5.13981)  0.00
C (-3.25091, 0.02226, 6.48260)  0.00
C (-1.85904, -0.52033, 6.58890)  0.00
C (0.10843, -1.10891, 4.99397)  0.02
C (0.77646, -2.11587, 5.88033)  0.00
C (2.34380, -2.00147, 5.99873)  -0.01
H (-2.07119, -5.24462, 5.42797)  0.00
H (-0.60255, -5.30175, 4.62036)  0.00
H (-1.95783, -6.49651, 4.41976)  0.00
H (-3.41499, -4.57270, 3.55114)  0.00
H (-1.95346, -4.85673, 2.51634)  0.00
H (-2.49416, -2.55420, 2.83109)  0.00
H (-0.81142, -3.00846, 3.37051)  0.00
H (-1.79474, -3.02066, 5.72747)  0.00
H (-3.21991, -2.26296, 5.12557)  0.00
H (-1.34821, 0.88001, 4.24727)  0.02
H (-2.21601, -0.37729, 3.36679)  0.01
H (-3.41467, 1.70686, 5.12814)  0.00
H (-4.23222, 0.19991, 4.60858)  0.00
H (-3.47977, 0.78654, 7.22529)  0.00
H (-3.89973, -0.83698, 6.65248)  0.00
H (-1.16100, 0.20259, 7.01105)  0.00
H (-1.74308, -1.33708, 7.30134)  0.00
H (0.37682, -0.13149, 5.39484)  0.01
H (0.43821, -1.25770, 3.96576)  0.01
H (0.61306, -3.15360, 5.58960)  0.00
H (0.38371, -1.88240, 6.86994)  0.00
H (2.59226, -0.98348, 6.29885)  0.00
H (2.72858, -2.05452, 4.98029)  0.01
H (2.78966, -2.79792, 6.59455)  0.00
C (10.28720, 0.43646, -0.65132)  0.00
C (8.76141, 0.57972, -1.03063)  0.00
C (8.02724, 1.85781, -0.60582)  -0.03
C (6.48852, 1.76298, -0.53596)  0.16
N (5.65521, 3.04153, -0.24620)  -0.97
C (5.86331, 4.14325, -1.29506)  0.24
C (6.43110, 5.37621, -0.55189)  0.36
C (6.85882, 4.82600, 0.81492)  0.03
C (6.00493, 3.62866, 1.14923)  -0.32
C (4.22588, 2.56603, -0.30314)  -0.99
C (3.82345, 1.52315, 0.78692)  -0.10
C (2.47749, 0.93881, 0.61853)  0.04
H (10.54314, -0.60637, -0.83861)  0.00
H (10.39558, 0.59923, 0.42099)  0.00
H (10.91904, 1.11017, -1.23012)  0.00
H (8.30837, -0.27760, -0.53277)  0.01
H (8.63869, 0.51888, -2.11198)  0.00
H (8.35549, 2.61417, -1.31875)  0.00
H (8.36438, 2.11054, 0.39945)  0.02
H (6.23776, 1.03316, 0.23383)  0.09
H (6.10995, 1.42040, -1.49899)  0.06
H (4.96152, 4.47418, -1.81020)  0.24
H (6.57317, 3.79217, -2.04402)  -0.02
H (5.62433, 6.09552, -0.41114)  -0.30
H (7.36651, 5.74786, -0.97020)  0.00
H (6.78346, 5.62222, 1.55549)  -0.06
H (7.92996, 4.62446, 0.82703)  0.00
H (5.08021, 3.96536, 1.61786)  0.52
H (6.51776, 2.89121, 1.76671)  -0.03
H (4.19579, 2.24101, -1.34312)  -0.02
H (3.66797, 3.48575, -0.12722)  0.93
H (3.76407, 2.10454, 1.70702)  0.17
H (4.47768, 0.66521, 0.94191)  0.02
H (2.40583, 0.31011, -0.26899)  0.14
H (1.66908, 1.66943, 0.59080)  -0.07
H (2.14277, 0.28400, 1.42307)  0.00
C (-2.44949, 8.44740, 4.53897)  0.00
C (-2.16263, 7.92014, 3.11669)  0.01
C (-1.88610, 6.41841, 3.20622)  -0.02
C (-1.88248, 5.82235, 1.76028)  0.18
N (-1.49188, 4.29255, 1.77386)  -0.46
C (-2.70124, 3.41854, 2.23956)  0.03
C (-2.90674, 2.50672, 1.04699)  -0.06
C (-2.45172, 3.29386, -0.19399)  0.06
C (-1.16740, 3.84338, 0.30975)  0.02
C (-0.22800, 3.90151, 2.67336)  -0.05
C (1.08528, 4.56023, 2.31498)  0.26
C (2.13515, 4.37195, 3.41243)  0.06
H (-1.66524, 8.31151, 5.28368)  0.00
H (-3.37984, 7.96545, 4.83945)  0.00
H (-2.69680, 9.50889, 4.52686)  0.00
H (-1.27382, 8.44410, 2.76514)  0.00
H (-3.02498, 8.07801, 2.46898)  0.00
H (-2.64195, 6.00878, 3.87630)  0.01
H (-0.98132, 6.18447, 3.76724)  0.02
H (-1.17311, 6.31907, 1.09835)  -0.02
H (-2.86209, 5.79568, 1.28303)  0.02
H (-2.50341, 3.04961, 3.24596)  0.02
H (-3.59611, 4.03934, 2.28317)  0.02
H (-2.24791, 1.64865, 1.18027)  0.01
H (-3.95801, 2.22305, 0.99742)  0.00
H (-2.28703, 2.61268, -1.02884)  -0.03
H (-3.06924, 4.13265, -0.51524)  0.01
H (-0.32889, 3.14831, 0.35314)  0.00
H (-0.73915, 4.72713, -0.16322)  0.08
H (-0.11306, 2.81852, 2.71827)  0.00
H (-0.45137, 4.13735, 3.71383)  0.00
H (1.08129, 5.61271, 2.03151)  -0.10
H (1.46176, 4.10837, 1.39728)  0.31
H (1.84382, 4.92246, 4.30694)  -0.09
H (3.13587, 4.69249, 3.12274)  -0.06
H (2.06432, 3.35802, 3.80617)  0.13
C (0.89903, 4.50154, -8.28400)  0.01
C (-0.61469, 4.34048, -7.76701)  -0.02
C (-0.84911, 3.64262, -6.39205)  0.02
C (-0.28460, 2.19820, -6.28458)  -0.03
N (-0.66286, 1.51286, -4.91901)  -0.02
C (0.21787, 0.23291, -4.90112)  0.05
C (-0.72992, -0.91504, -5.32079)  -0.01
C (-1.98908, -0.53638, -4.51361)  0.00
C (-2.15284, 0.92813, -4.93229)  0.00
C (-0.46254, 2.40908, -3.67875)  -0.10
C (1.07764, 2.76644, -3.55077)  0.08
C (1.36265, 3.46725, -2.17175)  -0.04
H (1.34733, 5.44304, -7.96664)  0.00
H (0.85010, 4.43033, -9.37057)  0.00
H (1.59361, 3.70273, -8.02407)  0.00
H (-1.20931, 3.81501, -8.51427)  0.00
H (-1.00849, 5.35576, -7.71992)  0.00
H (-1.90699, 3.79765, -6.18002)  0.01
H (-0.47999, 4.30218, -5.60666)  0.02
H (0.79026, 2.32705, -6.41180)  0.01
H (-0.57710, 1.43244, -7.00302)  0.01
H (0.54817, 0.15718, -3.86514)  0.04
H (1.02738, 0.34723, -5.62203)  0.00
H (-0.31322, -1.86133, -4.97585)  0.00
H (-0.95126, -0.96563, -6.38688)  0.00
H (-2.02713, -0.68266, -3.43414)  0.00
H (-2.81945, -1.09915, -4.94007)  0.00
H (-2.72536, 1.55553, -4.24915)  0.00
H (-2.46461, 0.90660, -5.97653)  0.00
H (-0.82859, 1.77201, -2.87361)  0.00
H (-1.13657, 3.26532, -3.70418)  -0.05
H (1.29999, 3.40070, -4.40889)  0.15
H (1.78109, 1.93736, -3.47403)  0.02
H (0.75204, 4.34653, -1.96650)  -0.19
H (2.36783, 3.83618, -1.96782)  0.01
H (1.12061, 2.78699, -1.35518)  0.56
C (8.20925, -2.98865, -2.41965)  0.00
C (6.81709, -2.34356, -2.54763)  0.00
C (5.62030, -3.27761, -2.30612)  -0.04
C (4.36067, -2.45422, -2.18305)  0.06
N (3.16373, -3.32062, -1.69825)  -0.03
C (1.84073, -2.51621, -1.72528)  -0.30
C (0.68529, -3.44652, -1.77637)  0.05
C (1.19061, -4.66532, -2.54748)  0.00
C (2.74295, -4.51548, -2.63695)  0.00
C (3.31051, -3.89625, -0.20982)  -0.01
C (3.66476, -2.86977, 0.85838)  0.03
C (3.43749, -3.43840, 2.27519)  0.01
H (8.33747, -3.71931, -3.21825)  0.00
H (8.21579, -3.46372, -1.43864)  0.00
H (9.03861, -2.28233, -2.45680)  0.00
H (6.69642, -1.81717, -3.49443)  -0.01
H (6.83112, -1.63651, -1.71818)  0.02
H (5.84380, -3.92047, -1.45471)  -0.01
H (5.54170, -3.99903, -3.11943)  0.00
H (4.14232, -2.12028, -3.19740)  0.04
H (4.37120, -1.59884, -1.50754)  0.08
H (1.80122, -1.84538, -0.86708)  0.01
H (1.83469, -1.89399, -2.62023)  0.12
H (0.46757, -3.75938, -0.75519)  0.00
H (-0.20658, -3.13996, -2.32290)  0.00
H (0.92457, -5.59179, -2.03860)  0.00
H (0.68136, -4.87036, -3.48914)  0.00
H (3.27972, -5.40849, -2.31682)  0.00
H (3.17085, -4.21776, -3.59422)  0.00
H (4.13985, -4.57815, -0.39773)  0.00
H (2.45140, -4.53020, 0.00961)  0.00
H (3.09141, -1.95892, 0.68591)  -0.01
H (4.69659, -2.57434, 0.66824)  0.01
H (4.08974, -4.29779, 2.43055)  0.00
H (2.38670, -3.71409, 2.36414)  0.00
H (3.75745, -2.75183, 3.05900)  0.00
C (-5.62759, -3.22453, 3.61846)  0.00
C (-5.97586, -4.44802, 2.77896)  0.00
C (-5.88522, -4.23399, 1.23319)  0.00
C (-7.01353, -3.33916, 0.70809)  0.00
N (-6.86756, -2.77737, -0.77182)  0.00
C (-8.21411, -2.32260, -1.36283)  0.00
C (-8.82131, -3.63220, -1.64290)  0.00
C (-7.70754, -4.49124, -2.22928)  0.00
C (-6.42339, -3.81903, -1.82202)  0.00
C (-5.93218, -1.54478, -0.67911)  0.00
C (-5.26708, -0.98907, -1.91865)  0.00
C (-4.53011, 0.30800, -1.61455)  0.00
H (-4.83008, -2.56602, 3.27428)  0.00
H (-5.34085, -3.58481, 4.60643)  0.00
H (-6.46454, -2.53538, 3.73108)  0.00
H (-6.98103, -4.67981, 3.13109)  0.00
H (-5.31596, -5.25808, 3.08948)  0.00
H (-6.00119, -5.17547, 0.69627)  0.00
H (-4.89822, -3.86979, 0.94805)  0.00
H (-7.14608, -2.47970, 1.36523)  0.00
H (-7.91971, -3.94416, 0.73821)  0.00
H (-8.09607, -1.75167, -2.28380)  0.00
H (-8.73418, -1.72185, -0.61669)  0.00
H (-9.63735, -3.55850, -2.36175)  0.00
H (-9.35130, -4.00215, -0.76520)  0.00
H (-7.74654, -4.47791, -3.31850)  0.00
H (-7.81942, -5.48530, -1.79636)  0.00
H (-5.91083, -3.22099, -2.57549)  0.00
H (-5.74011, -4.47648, -1.28445)  0.00
H (-5.18422, -1.81209, 0.06734)  0.00
H (-6.65670, -0.78269, -0.39207)  0.00
H (-5.99615, -0.68715, -2.67059)  0.00
H (-4.55872, -1.67243, -2.38699)  0.00
H (-3.55313, 0.11088, -1.17325)  0.00
H (-5.07606, 0.89905, -0.87923)  0.00
H (-4.37010, 0.95122, -2.47987)  0.00
C (-2.63492, -5.28214, -1.92726)  0.00
F (-3.22549, -5.18731, -0.70429)  0.00
F (-2.66489, -4.07431, -2.48032)  0.00
F (-1.35740, -5.65501, -1.69932)  0.00
S (-3.44567, -6.65001, -3.13614)  0.00
O (-2.37042, -6.78098, -4.10169)  0.00
O (-3.78476, -7.84292, -2.36104)  0.00
O (-4.66200, -6.03161, -3.67852)  0.00

Cartesian forces (eV/Å) of the 6 atoms listed first:
0.5 0.7 0.7
0.6 1.4 -0.9
-0.9 -0.8 1.0
-0.7 -0.7 -0.8
0.0 0.0 0.4
-0.4 -0.4 -0.2

Its multiplicity is 2. As for the net charge: +3. The value obtained for the HOMO-LUMO gap (alpha / beta) is 2.14 / 7.33 eV.